Entry 1:
Molecular formula: C7H16N5O
Method: DFT, ωB97M-V/def2-TZVPD

ORCA input file:
```
! RIJCOSX wB97M-V def2-TZVPD def2/J DEFGRID3
* xyz 1 1
C 0.007 1.610 3.610
C 0.545 0.762 2.406
O 1.562 0.073 2.476
C -0.309 0.752 1.235
C -0.075 -0.137 0.240
N 0.801 -1.115 0.240
C 1.637 -1.563 -1.208
N 2.998 -1.565 -0.883
N 1.197 -0.542 -1.988
N -1.073 0.034 -0.840
C -2.098 -1.084 -0.797
C -1.573 1.445 -0.561
N -1.350 1.584 0.834
H -1.037 1.961 3.226
H 0.615 2.488 3.769
H -0.046 1.050 4.601
H 1.321 -1.332 1.048
H 1.334 -2.700 -1.414
H 3.329 -2.148 -0.094
H 3.623 -0.698 -0.785
H 1.789 0.219 -1.853
H 1.104 -0.764 -2.973
H -0.693 0.047 -1.779
H -2.093 -1.789 -1.668
H -1.771 -1.679 0.175
H -3.114 -0.695 -0.785
H -2.634 1.769 -0.862
H -0.839 2.032 -1.109
H -2.171 1.558 1.393
*
```

Its energy is -625.01584 hartree. For the LUMO energy, the calculation gives -2.92 eV. Its HOMO-LUMO gap is 8.4 eV. As for the structure (SMILES): CC(=O)C1=C(NC(N)N)[N@@H+](C)CN1. The energy relative to the best compared isomer or geometry (same formula, charge and spin) comes out at 18.4 kcal/mol.



Entry 2:
Molecular formula: C5H4ClO
Method: DFT, ωB97M-V/def2-TZVPD

ORCA input file:
```
! RIJCOSX wB97M-V def2-TZVPD def2/J DEFGRID3
* xyz 1 1
C -0.430 0.506 0.900
C -1.258 0.614 -0.238
C 0.679 -0.249 1.048
C 1.396 -1.079 0.031
C -0.962 0.463 -1.452
O 1.106 -0.993 -1.196
Cl -1.034 0.147 -2.974
H -0.731 1.119 1.820
H -2.166 1.226 -0.287
H 1.096 -0.191 2.034
H 2.303 -1.564 0.314
*
```

Its energy is -727.93073 hartree. For the LUMO energy, the calculation gives -6.34 eV. Its HOMO-LUMO gap is 8.4 eV. The energy relative to the best compared isomer or geometry (same formula, charge and spin) comes out at 37.1 kcal/mol.



Entry 3:
Molecular formula: C2H4IN
Method: DFT, ωB97M-V/def2-TZVPD

ORCA input file:
```
! RIJCOSX wB97M-V def2-TZVPD def2/J DEFGRID3
* xyz 0 1
C 0.779 -0.195 -0.818
N 0.331 -0.176 0.488
C -0.881 0.385 0.774
I -1.570 0.264 2.746
H 2.019 -0.061 -0.671
H 0.256 0.453 -1.585
H 0.796 -1.211 -1.087
H -1.730 0.541 0.152
*
```

Its energy is -430.97615 hartree. For the LUMO energy, the calculation gives 0.38 eV. Its HOMO-LUMO gap is 9.6 eV. As for the structure (SMILES): C/N=C/I. The energy relative to the best compared isomer or geometry (same formula, charge and spin) comes out at 35.8 kcal/mol.



Entry 4:
Molecular formula: C5H14IN2
Method: DFT, ωB97M-V/def2-TZVPD

ORCA input file:
```
! RIJCOSX wB97M-V def2-TZVPD def2/J DEFGRID3
* xyz 1 1
C -0.733 1.895 0.762
C 1.088 2.102 -0.845
C -1.140 -1.153 -1.075
C -0.351 -2.490 0.840
C 1.104 0.296 0.629
N 0.419 1.278 0.125
N 0.033 -1.559 -0.234
I 3.057 -0.050 0.104
H -1.666 1.853 0.077
H -0.813 1.513 1.751
H -0.685 2.970 0.777
H 2.107 2.414 -0.408
H 1.343 1.422 -1.714
H 0.485 2.978 -1.228
H -2.053 -1.098 -0.343
H -1.055 -0.033 -1.264
H -1.339 -1.694 -1.975
H -0.984 -1.945 1.521
H -0.776 -3.432 0.494
H 0.508 -2.881 1.400
H 0.712 -0.242 1.444
H 0.739 -2.146 -0.838
*
```

Its energy is -605.78396 hartree. For the LUMO energy, the calculation gives -3.78 eV. Its HOMO-LUMO gap is 9.5 eV. The energy relative to the best compared isomer or geometry (same formula, charge and spin) comes out at 46.9 kcal/mol.



Entry 5:
Molecular formula: C3H9N4S
Method: DFT, ωB97M-V/def2-TZVPD

ORCA input file:
```
! RIJCOSX wB97M-V def2-TZVPD def2/J DEFGRID3
* xyz 1 1
C -2.568 0.940 -1.463
C -1.813 -0.310 -1.187
N -0.776 -0.493 -0.461
N -0.121 0.393 0.284
S -0.563 2.107 0.765
C 1.009 -0.122 0.785
N 1.405 -1.343 0.716
N 2.812 -1.589 0.879
H -1.864 1.714 -1.666
H -3.210 1.287 -0.458
H -3.271 0.797 -2.298
H -2.026 -1.252 -1.668
H 0.192 2.158 1.941
H 1.721 0.516 1.265
H 3.169 -0.658 1.304
H 3.133 -1.666 -0.094
H 2.772 -2.480 1.359
*
```

Its energy is -736.50948 hartree. For the LUMO energy, the calculation gives -3.53 eV. Its HOMO-LUMO gap is 8.8 eV. As for the structure (SMILES): C/C=N\N(S)/C=N/[NH3+]. The energy relative to the best compared isomer or geometry (same formula, charge and spin) comes out at 113.6 kcal/mol.



Entry 6:
Molecular formula: C7H12N2O
Method: DFT, ωB97M-V/def2-TZVPD

ORCA input file:
```
! RIJCOSX wB97M-V def2-TZVPD def2/J DEFGRID3
* xyz 0 1
C -0.670 -1.231 -1.190
C -0.412 -0.501 0.117
C -0.403 -1.515 1.408
C 0.950 0.293 0.078
O 1.674 0.162 1.262
C 0.588 1.658 -0.473
C -0.777 1.935 0.087
N -1.319 0.596 0.401
C -2.622 0.385 0.215
N -3.758 0.193 0.113
H -1.577 -1.749 -1.231
H 0.134 -1.861 -1.439
H -0.787 -0.515 -1.968
H -0.555 -2.465 0.989
H -1.229 -1.126 2.040
H 0.583 -1.540 1.962
H 1.639 -0.263 -0.732
H 1.157 0.289 2.057
H 0.871 1.687 -1.486
H 1.207 2.472 -0.090
H -0.573 2.385 1.074
H -1.434 2.512 -0.588
*
```

Its energy is -458.61549 hartree. For the LUMO energy, the calculation gives 0.63 eV. Its HOMO-LUMO gap is 9.9 eV. As for the structure (SMILES): CC1(C)[C@H](O)CCN1C#N. The energy relative to the best compared isomer or geometry (same formula, charge and spin) comes out at 46.0 kcal/mol.



Entry 7:
Molecular formula: C50H55ClCrN5O2P
Method: DFT, ωB97M-V/def2-TZVPD

ORCA input file:
```
! RIJCOSX wB97M-V def2-TZVPD def2/J DEFGRID3
* xyz 1 4
Cr 0.420 0.170 -0.455
C 2.919 -2.625 2.728
C 1.735 -1.697 3.016
C 0.912 -2.219 4.187
C 2.214 -0.279 3.181
C 2.483 0.249 4.435
C 2.987 1.533 4.573
C 3.212 2.306 3.449
C 2.938 1.822 2.171
C 3.199 2.731 0.974
C 4.705 2.885 0.738
C 2.553 4.111 1.124
C 2.447 0.513 2.051
N 2.170 0.012 0.717
C 3.237 -0.084 -0.052
C 3.132 0.089 -1.422
C 4.094 -0.051 -2.427
C 3.476 0.344 -3.591
C 2.154 0.744 -3.263
N 1.932 0.586 -1.943
C 1.238 1.339 -4.313
C 0.945 0.263 -5.368
C -0.072 1.853 -3.749
C 1.973 2.516 -4.979
H 3.505 -2.282 1.874
H 2.577 -3.642 2.523
H 3.585 -2.664 3.592
H 1.094 -1.695 2.136
H 1.534 -2.410 5.063
H 0.127 -1.515 4.474
H 0.438 -3.164 3.915
H 2.306 -0.353 5.316
H 3.203 1.931 5.555
H 3.614 3.304 3.563
H 2.774 2.271 0.078
H 5.180 3.365 1.596
H 4.895 3.500 -0.142
H 5.192 1.922 0.586
H 2.890 4.620 2.027
H 1.461 4.071 1.154
H 2.824 4.738 0.274
H 4.218 -0.209 0.405
H 5.109 -0.391 -2.293
H 3.915 0.388 -4.573
H 0.364 -0.556 -4.936
H 1.863 -0.151 -5.786
H 0.367 0.695 -6.188
H -0.689 1.029 -3.399
H -0.624 2.378 -4.532
H 0.085 2.548 -2.924
H 2.880 2.199 -5.491
H 2.247 3.272 -4.241
H 1.316 2.982 -5.715
N 0.111 1.653 1.004
C -0.494 1.314 2.280
C -0.315 2.176 3.355
C -0.903 1.885 4.571
C -1.685 0.742 4.718
C -1.854 -0.117 3.649
C -1.240 0.148 2.423
P -1.332 -0.931 0.972
C -3.069 -0.854 0.435
C -3.596 -1.867 -0.366
C -4.911 -1.803 -0.797
C -5.715 -0.732 -0.425
C -5.201 0.271 0.379
C -3.879 0.216 0.802
C -1.226 -2.674 1.509
C -0.176 -3.488 1.105
C -0.131 -4.827 1.469
C -1.143 -5.366 2.248
C -2.207 -4.568 2.647
C -2.255 -3.236 2.269
H -0.464 2.332 0.461
H 0.983 2.148 1.196
H 0.289 3.067 3.234
H -0.757 2.553 5.409
H -2.153 0.521 5.667
H -2.451 -1.009 3.773
H -2.985 -2.718 -0.643
H -5.313 -2.595 -1.415
H -6.744 -0.684 -0.758
H -5.823 1.105 0.673
H -3.488 1.014 1.423
H 0.622 -3.071 0.515
H 0.696 -5.448 1.147
H -1.110 -6.408 2.538
H -3.008 -4.986 3.241
H -3.120 -2.644 2.538
Cl -7.394 1.939 -3.513
C -5.771 1.979 -2.900
C -5.426 2.922 -1.943
C -4.133 2.937 -1.448
C -3.201 2.007 -1.891
C -3.560 1.081 -2.861
C -4.845 1.066 -3.378
C -1.825 1.997 -1.303
O -1.302 3.030 -0.908
O -1.293 0.814 -1.238
H -6.164 3.633 -1.598
H -3.837 3.676 -0.715
H -2.832 0.365 -3.218
H -5.133 0.354 -4.139
C 2.304 -2.927 -1.475
C 0.976 -2.571 -2.045
N 0.181 -1.567 -1.714
C -0.962 -1.690 -2.497
C -0.840 -2.773 -3.296
N 0.388 -3.317 -2.997
H 2.527 -2.313 -0.607
H 3.096 -2.768 -2.207
H 2.310 -3.976 -1.173
H -1.769 -0.988 -2.420
H -1.496 -3.192 -4.037
H 0.799 -4.132 -3.421
*
```

The expectation value of S² is 3.7970. Its energy is -4208.58008 hartree. For the LUMO energy (alpha / beta), the calculation gives -2.72 / -2.62 eV. Its HOMO-LUMO gap (alpha / beta) is 7.4 / 7.6 eV.



Entry 8:
Molecular formula: CH4IOPS
Method: DFT, ωB97M-V/def2-TZVPD

ORCA input file:
```
! RIJCOSX wB97M-V def2-TZVPD def2/J DEFGRID3
* xyz 0 1
C -2.267 0.775 -1.909
P -1.301 2.124 -1.842
I -2.389 3.502 -0.159
H -2.007 -0.002 -2.609
H -3.148 0.604 -1.313
O 2.766 0.348 2.581
S 2.140 -0.166 1.135
H 3.719 0.202 2.589
H 1.556 -1.295 1.589
*
```

Its energy is -1152.91845 hartree. For the LUMO energy, the calculation gives -0.10 eV. Its HOMO-LUMO gap is 9.1 eV. As for the structure (SMILES): C=PI.OS. The energy relative to the best compared isomer or geometry (same formula, charge and spin) comes out at 74.7 kcal/mol.